[1]
Computed, not measured: a molecular structure, C27H33GeN2SSe2Te2W, with wB97M-V/def2-TZVPD.

Atoms and positions in Å:
1 W -2.004 1.738 1.840
2 Se -3.027 -0.485 1.898
3 Te -3.048 0.564 4.272
4 Te -0.815 2.148 4.263
5 Se -3.520 3.370 1.498
6 S -0.383 3.658 1.178
7 C 1.132 3.302 0.518
8 N 2.067 4.298 0.662
9 C 3.263 4.284 0.043
10 C 3.584 3.216 -0.737
11 C 2.622 2.194 -0.807
12 N 1.454 2.219 -0.199
13 H 1.802 5.089 1.236
14 H 3.902 5.138 0.214
15 H 4.524 3.156 -1.260
16 H 2.822 1.317 -1.413
17 C -0.139 0.582 1.855
18 C 0.716 -0.295 2.063
19 C 1.471 -1.399 2.299
20 C 0.865 -2.474 3.081
21 C -0.044 -2.153 4.096
22 C -0.638 -3.159 4.836
23 C -0.356 -4.488 4.547
24 C 0.524 -4.815 3.523
25 C 1.144 -3.815 2.796
26 C 2.829 -1.512 1.778
27 C 3.795 -2.286 2.427
28 C 5.076 -2.368 1.910
29 C 5.398 -1.697 0.738
30 C 4.442 -0.928 0.086
31 C 3.168 -0.825 0.608
32 H -0.251 -1.111 4.307
33 H -1.324 -2.910 5.634
34 H -0.829 -5.275 5.119
35 H 0.722 -5.852 3.290
36 H 1.813 -4.068 1.984
37 H 3.550 -2.792 3.352
38 H 5.826 -2.957 2.420
39 H 6.396 -1.778 0.329
40 H 4.698 -0.426 -0.839
41 H 2.397 -0.256 0.106
42 C -6.093 0.720 -3.259
43 C -5.082 1.840 -3.475
44 C -3.666 1.462 -3.040
45 C -3.580 1.110 -1.555
46 Ge -1.759 1.231 -0.789
47 C -0.808 -0.477 -1.107
48 C -0.871 -1.056 -2.530
49 C 0.425 -0.865 -3.313
50 C 0.696 0.594 -3.658
51 H -7.068 0.982 -3.669
52 H -6.230 0.500 -2.200
53 H -5.764 -0.200 -3.747
54 H -5.398 2.732 -2.926
55 H -5.067 2.119 -4.531
56 H -2.990 2.294 -3.266
57 H -3.323 0.621 -3.650
58 H -3.958 0.102 -1.359
59 H -4.218 1.789 -0.983
60 H -1.032 2.383 -1.512
61 H -1.199 -1.191 -0.377
62 H 0.233 -0.308 -0.820
63 H -1.689 -0.607 -3.105
64 H -1.102 -2.122 -2.481
65 H 0.389 -1.455 -4.232
66 H 1.255 -1.270 -2.723
67 H -0.063 0.980 -4.341
68 H 1.666 0.723 -4.141
69 H 0.667 1.223 -2.766

The calculation puts the largest force on an atom at 0.64 eV/Å. The lowest unoccupied orbital energy (spin up / spin down) comes out at -4.5 / -4.5 eV. As for the total energy: -245963.7179 eV. Its charge is +1. The calculation puts the HOMO energy (spin up / spin down) at -10.3 / -10.3 eV. The gap between HOMO and LUMO (spin up / spin down) is 5.84 / 5.84 eV. For the relative energy (zero: lowest compared OMol25 entry of this formula, charge and spin), the calculation gives 34.52 kcal/mol.


[2]
Computed, not measured: a molecular structure, C30H66N6O16S2 in a non-equilibrium geometry, with wB97M-V/def2-TZVPD.

Atoms and positions in Å:
1 C -2.600 2.454 -1.322
2 C -3.061 3.798 -0.827
3 O -4.120 3.954 -0.220
4 N -2.184 4.800 -0.935
5 C -2.382 6.181 -0.564
6 H -3.384 1.793 -0.967
7 H -1.625 2.244 -0.885
8 H -2.482 2.392 -2.403
9 H -1.275 4.574 -1.308
10 H -3.290 6.585 -1.011
11 H -1.557 6.794 -0.921
12 H -2.428 6.247 0.526
13 C 4.339 -3.282 -0.245
14 C 4.384 -2.338 -1.429
15 O 5.292 -2.488 -2.243
16 N 3.378 -1.462 -1.566
17 C 3.362 -0.500 -2.657
18 H 3.577 -3.004 0.483
19 H 5.319 -3.294 0.232
20 H 4.221 -4.292 -0.633
21 H 2.613 -1.370 -0.899
22 H 4.039 -0.729 -3.471
23 H 3.614 0.487 -2.268
24 H 2.346 -0.395 -3.044
25 C 2.014 4.492 0.563
26 C 1.866 4.475 -0.940
27 O 0.728 4.521 -1.405
28 N 2.998 4.406 -1.664
29 C 3.030 4.205 -3.095
30 H 1.089 4.853 0.997
31 H 2.893 5.070 0.850
32 H 2.161 3.451 0.868
33 H 3.800 4.123 -1.122
34 H 3.828 4.820 -3.504
35 H 2.091 4.464 -3.582
36 H 3.136 3.152 -3.375
37 C -0.054 -3.260 -2.605
38 C 0.216 -4.657 -2.103
39 O -0.141 -5.642 -2.725
40 N 0.991 -4.703 -0.990
41 C 1.365 -5.940 -0.330
42 H -0.668 -3.264 -3.502
43 H 0.865 -2.704 -2.798
44 H -0.582 -2.660 -1.862
45 H 1.148 -3.809 -0.532
46 H 0.503 -6.463 0.087
47 H 2.121 -5.747 0.424
48 H 1.774 -6.599 -1.098
49 C 1.798 -0.756 2.144
50 C 0.827 -1.600 1.333
51 O 1.154 -1.984 0.205
52 N -0.302 -1.971 1.942
53 C -1.282 -2.907 1.388
54 H 1.631 -0.856 3.219
55 H 1.673 0.320 1.990
56 H 2.823 -0.973 1.860
57 H -0.499 -1.529 2.824
58 H -1.317 -3.796 2.017
59 H -0.998 -3.204 0.385
60 H -2.259 -2.429 1.371
61 C -3.034 -3.543 1.105
62 C -2.290 -4.835 1.364
63 O -2.339 -5.391 2.455
64 N -1.754 -5.400 0.262
65 C -1.124 -6.711 0.225
66 H -2.884 -2.792 1.883
67 H -4.100 -3.749 1.172
68 H -2.694 -3.104 0.167
69 H -1.737 -4.878 -0.596
70 H -0.040 -6.601 0.219
71 H -1.409 -7.260 -0.672
72 H -1.455 -7.313 1.066
73 C 5.760 3.733 1.406
74 C 6.208 2.353 1.917
75 O 5.238 1.383 1.568
76 S 4.619 1.794 0.110
77 O 3.215 1.550 0.071
78 O 5.468 1.288 -0.930
79 O 4.920 3.394 0.313
80 H 6.603 4.352 1.112
81 H 5.152 4.256 2.147
82 H 6.412 2.327 2.984
83 H 7.148 2.143 1.397
84 C 0.419 1.053 0.884
85 C 1.190 0.907 -0.420
86 O 0.211 0.390 -1.339
87 S -0.760 -0.637 -0.545
88 O -0.149 -1.935 -0.428
89 O -2.083 -0.600 -1.075
90 O -0.692 0.163 0.838
91 H -0.041 2.039 0.990
92 H 0.995 0.926 1.801
93 H 2.057 0.250 -0.386
94 H 1.472 1.895 -0.778
95 C -0.068 3.732 3.507
96 C -1.330 3.884 2.707
97 C -1.764 5.308 2.999
98 O -1.428 5.494 4.376
99 C -0.376 4.616 4.743
100 H 0.761 4.232 2.988
101 H 0.292 2.731 3.741
102 H -2.100 3.205 3.086
103 H -1.263 3.685 1.635
104 H -2.825 5.446 2.790
105 H -1.248 6.086 2.421
106 H -0.773 3.926 5.495
107 H 0.516 5.141 5.081
108 C -5.527 -3.049 -1.547
109 C -6.785 -3.454 -2.298
110 C -7.709 -2.209 -2.111
111 O -6.999 -1.290 -1.304
112 C -5.618 -1.551 -1.493
113 H -4.616 -3.423 -2.009
114 H -5.721 -3.467 -0.556
115 H -7.173 -4.445 -2.053
116 H -6.534 -3.640 -3.352
117 H -8.634 -2.518 -1.627
118 H -7.938 -1.876 -3.126
119 H -4.988 -1.090 -0.720
120 H -5.169 -0.968 -2.315

The calculation puts the largest force on an atom at 19.92 eV/Å. The lowest unoccupied orbital energy comes out at -0.5 eV. As for the total energy: -95524.4549 eV. Its charge is 0. The calculation puts the HOMO energy at -6.2 eV. The gap between HOMO and LUMO is 5.71 eV.


[3]
Computed, not measured: 7 unconnected molecules or ions with the total composition C28H42O14 in a non-equilibrium geometry, with wB97M-V/def2-TZVPD.

Atoms and positions in Å:
1 O -1.030 -2.441 3.789
2 C -0.364 -1.564 4.183
3 C 1.107 -1.535 4.526
4 C 1.457 -0.058 4.512
5 C 0.098 0.603 4.795
6 O -0.899 -0.348 4.392
7 H 1.185 -1.973 5.524
8 H 1.698 -2.109 3.825
9 H 2.153 0.250 5.293
10 H 1.828 0.325 3.563
11 H -0.005 0.854 5.856
12 H -0.059 1.532 4.249
13 O -0.473 1.392 -3.764
14 C -1.344 2.207 -3.811
15 C -1.268 3.719 -3.657
16 C -2.677 4.019 -3.153
17 C -3.526 2.940 -3.801
18 O -2.626 1.831 -4.001
19 H -0.563 4.024 -2.897
20 H -1.132 4.148 -4.650
21 H -2.698 4.007 -2.060
22 H -3.049 5.022 -3.373
23 H -4.419 2.653 -3.251
24 H -3.891 3.272 -4.783
25 O -5.221 0.471 2.261
26 C -5.366 -0.566 1.708
27 C -4.792 -1.922 2.080
28 C -5.060 -2.761 0.833
29 C -6.285 -2.093 0.209
30 O -6.204 -0.703 0.651
31 H -3.737 -1.877 2.331
32 H -5.370 -2.270 2.940
33 H -4.267 -2.642 0.090
34 H -5.195 -3.826 1.004
35 H -6.254 -2.097 -0.881
36 H -7.275 -2.457 0.505
37 O -0.914 5.874 -0.977
38 C 0.254 5.821 -0.888
39 C 1.038 4.679 -0.281
40 C 2.489 5.021 -0.595
41 C 2.424 6.506 -1.071
42 O 1.057 6.780 -1.352
43 H 0.879 4.649 0.796
44 H 0.713 3.721 -0.663
45 H 3.191 4.946 0.233
46 H 2.893 4.421 -1.412
47 H 2.796 7.172 -0.294
48 H 3.018 6.628 -1.971
49 O 0.525 -4.325 -1.465
50 C 0.568 -3.680 -2.468
51 C 1.476 -3.902 -3.653
52 C 1.269 -2.658 -4.553
53 C 0.031 -1.953 -3.937
54 O -0.227 -2.620 -2.680
55 H 2.509 -4.053 -3.352
56 H 1.217 -4.824 -4.181
57 H 2.157 -2.038 -4.433
58 H 1.090 -2.873 -5.600
59 H 0.249 -0.904 -3.768
60 H -0.853 -2.077 -4.557
61 O 0.611 2.069 1.225
62 C 0.418 0.964 0.811
63 C -0.773 0.485 0.006
64 C -0.920 -0.975 0.468
65 C 0.555 -1.332 0.782
66 O 1.163 -0.085 1.191
67 H -1.600 1.168 0.157
68 H -0.550 0.450 -1.065
69 H -1.516 -1.200 1.351
70 H -1.254 -1.581 -0.369
71 H 0.631 -2.023 1.616
72 H 0.994 -1.757 -0.121
73 O 5.671 -5.272 0.726
74 C 5.277 -4.227 1.137
75 C 5.235 -3.774 2.603
76 C 4.383 -2.492 2.542
77 C 4.553 -2.062 1.068
78 O 4.734 -3.272 0.339
79 H 4.741 -4.576 3.141
80 H 6.257 -3.548 2.896
81 H 3.336 -2.690 2.749
82 H 4.718 -1.689 3.195
83 H 3.651 -1.595 0.668
84 H 5.355 -1.326 0.968

The calculation puts the largest force on an atom at 2.75 eV/Å. The lowest unoccupied orbital energy comes out at 0.5 eV. As for the total energy: -58383.5985 eV. Its charge is 0. The calculation puts the HOMO energy at -10.0 eV. The gap between HOMO and LUMO is 10.46 eV. Its structure (SMILES) is O=C1CCCO1.O=C1CCCO1.O=C1CCCO1.O=C1CCCO1.O=C1CCCO1.O=C1CCCO1.O=C1CCCO1. For the relative energy (zero: lowest compared OMol25 entry of this formula, charge and spin), the calculation gives 8.99 kcal/mol.


[4]
Computed, not measured: 2 unconnected molecules or ions with the total composition CH2FNO in a non-equilibrium geometry, with wB97M-V/def2-TZVPD.

Atoms and positions in Å:
1 C -0.952 0.250 0.152
2 N 0.794 -0.940 0.020
3 O -2.122 0.180 0.116
4 F 1.615 0.052 0.587
5 H -0.389 1.235 0.063
6 H 1.053 -0.778 -0.938

The calculation puts the largest force on an atom at 3.01 eV/Å. The lowest unoccupied orbital energy (spin up / spin down) comes out at -0.1 / -0.1 eV. As for the total energy: -7319.5835 eV. Its charge is 0. The calculation puts the HOMO energy (spin up / spin down) at -9.6 / -9.6 eV. The gap between HOMO and LUMO (spin up / spin down) is 9.41 / 9.41 eV. For the relative energy (zero: lowest compared OMol25 entry of this formula, charge and spin), the calculation gives 123.96 kcal/mol.


[5]
Computed, not measured: a gas-phase ion, C4H8N2 (charge +2) in a non-equilibrium geometry, with wB97M-V/def2-TZVPD.

Atoms and positions in Å:
1 C 0.271 -0.754 0.095
2 C 1.812 1.039 0.004
3 C -0.946 -0.088 -0.338
4 C -1.376 1.088 0.232
5 N 1.015 0.215 0.462
6 N 0.576 -1.984 -0.046
7 H 2.181 1.921 0.474
8 H 2.228 0.897 -1.049
9 H -1.604 -0.610 -0.972
10 H -0.800 1.688 1.003
11 H -2.480 1.150 0.000
12 H -1.656 1.824 -0.662
13 H -0.147 -2.733 -0.248
14 H 1.461 -2.302 0.268

The calculation puts the largest force on an atom at 3.50 eV/Å. The lowest unoccupied orbital energy comes out at -12.3 eV. As for the total energy: -7234.9754 eV. Its charge is +2. The calculation puts the HOMO energy at -20.4 eV. The gap between HOMO and LUMO is 8.11 eV. For the relative energy (zero: lowest compared OMol25 entry of this formula, charge and spin), the calculation gives 59.00 kcal/mol.